A structure of composition C25H55AsBrO4. Source: the Open Molecules 2025 dataset; level of theory: the ωB97M-V functional and the def2-TZVPD basis.

Results
Frontier orbital gap, eV: 5.34
DFT total energy, eV: -165885.14294
LUMO energy, hartree: 0.0744
Relative energy (zero: lowest compared OMol25 entry of this formula, charge and spin), kcal/mol: 4.3
Spin multiplicity: 1
Charge: -1

Cartesian coordinates (Å):
C1 0.07913 -4.30270 0.47777
C2 0.60707 -2.99777 -0.13659
C3 1.89887 -2.48171 0.51738
C4 2.92863 -1.90564 -0.45850
C5 2.93580 -0.38404 -0.64858
C6 1.59616 0.35637 -0.79937
C7 1.66025 1.75868 -0.17054
C8 1.36224 1.86384 1.33781
C9 -0.02015 2.44453 1.66270
C10 -1.24878 1.53134 1.54489
C11 -1.10818 0.07797 1.97936
C12 -2.26132 -0.78116 1.45158
C13 -3.60672 -0.55726 2.13433
C14 -4.70275 -1.41777 1.51038
As1 -5.20037 -0.80362 -0.37704
C15 -5.61039 -0.16871 -2.29036
C16 -4.89320 1.12890 -2.64654
C17 -3.38089 0.95955 -2.64269
Br1 -2.49926 2.50189 -3.48941
H1 -0.70770 -4.12668 1.21063
H2 -0.34122 -4.95199 -0.28688
H3 0.88808 -4.84740 0.96394
H4 0.78527 -3.16356 -1.20034
H5 -0.18192 -2.24442 -0.08670
H6 1.66853 -1.72627 1.27399
H7 2.35210 -3.32016 1.04916
H8 3.93098 -2.17499 -0.10750
H9 2.81567 -2.40110 -1.42533
H10 3.51941 -0.19017 -1.55382
H11 3.49875 0.07778 0.16719
H12 0.76998 -0.21369 -0.37202
H13 1.36004 0.47355 -1.85830
H14 0.98629 2.42770 -0.70750
H15 2.67309 2.13196 -0.34531
H16 1.53368 0.90177 1.82424
H17 2.08840 2.55648 1.77000
H18 0.01602 2.93643 2.63709
H19 -0.15995 3.25269 0.93704
H20 -2.03642 1.96720 2.16512
H21 -1.62924 1.56793 0.52222
H22 -0.17046 -0.35059 1.62044
H23 -1.10502 0.01751 3.07290
H24 -2.00850 -1.83636 1.56330
H25 -2.37299 -0.58693 0.38382
H26 -3.90779 0.48945 2.03530
H27 -3.48883 -0.79841 3.19850
H28 -4.37007 -2.45754 1.42584
H29 -5.60875 -1.39750 2.12125
H30 -6.00538 -2.16102 -0.64282
H31 -3.86030 -1.50876 -0.95952
H32 -4.40941 0.57691 -0.09521
H33 -6.56026 -0.10994 0.15260
H34 -6.68923 -0.00263 -2.35181
H35 -5.32969 -0.96974 -2.97991
H36 -5.19430 1.52074 -3.62203
H37 -5.15389 1.88302 -1.89716
H38 -3.04658 0.06737 -3.16103
H39 -2.98983 0.95465 -1.63276
O1 1.72194 -6.08849 -1.74757
C18 2.84496 -6.18863 -1.34938
O2 3.41138 -5.10028 -0.78458
C19 4.69121 -5.11587 -0.15606
C20 5.81479 -4.89927 -1.14788
C21 3.65247 -7.45757 -1.50336
H40 4.82512 -6.03006 0.42501
H41 4.65116 -4.28939 0.55257
H42 5.86940 -5.70788 -1.87758
H43 6.77160 -4.84278 -0.62760
H44 5.65713 -3.96670 -1.68924
H45 4.11907 -7.44653 -2.48807
H46 2.96468 -8.29733 -1.45837
H47 4.42534 -7.59504 -0.75137
O3 3.21632 6.96842 1.59251
C22 2.09161 7.30005 1.34037
O4 1.10905 6.38795 1.43786
C23 -0.27672 6.72296 1.31450
C24 -0.72699 6.77394 -0.13068
C25 1.76439 8.70078 0.86988
H48 -0.49383 7.65395 1.84093
H49 -0.80012 5.92732 1.84126
H50 -0.20548 7.55668 -0.68254
H51 -1.79726 6.97359 -0.18439
H52 -0.52897 5.82337 -0.62483
H53 1.90489 8.73761 -0.20992
H54 2.47282 9.38270 1.33213
H55 0.75531 9.03053 1.10127